Formula: C10H12O3
Source: the OMol25 dataset
Level of theory: ωB97M-V/def2-TZVPD

Output
* SMILES: COc1cccc(OC)c1C(C)=O
* electronic energy: -613.86063 a.u.
* orbital gap: 9.6 eV
* LUMO: 0.85 eV
* HOMO energy: -8.8 eV

Geometry (Å):
C (-3.40, 0.03, 0.57)
C (-1.27, -0.66, -0.17)
C (-1.14, -2.06, -0.08)
C (0.17, -2.64, -0.04)
C (1.30, -1.86, -0.25)
C (1.17, -0.52, -0.06)
C (3.56, -0.09, 0.39)
C (-0.07, 0.16, -0.06)
C (-0.03, 1.73, 0.09)
C (-0.06, 2.65, -1.10)
H (-4.17, 0.71, 0.24)
H (-3.96, -0.79, 0.97)
H (-2.77, 0.66, 1.38)
H (-2.01, -2.72, -0.12)
H (0.30, -3.75, 0.06)
H (2.33, -2.32, -0.20)
H (4.01, 1.02, 0.13)
H (4.02, -0.87, -0.23)
H (3.68, -0.33, 1.42)
H (0.93, 3.04, -1.30)
H (-0.37, 2.24, -2.11)
H (-0.81, 3.34, -0.91)
O (-2.52, -0.19, -0.50)
O (2.24, 0.37, -0.13)
O (-0.05, 2.24, 1.24)